Record 1
Computed, not measured: the molecule C4H7NO2, with the ωB97M-V functional and the def2-TZVPD basis.

```
! wB97M-V def2-TZVPD RIJCOSX def2/J DEFGRID3
* xyz 0 1
N -2.26 0.34 0.50
C -0.94 0.15 0.76
O -0.55 -0.83 1.37
C 0.10 1.07 0.19
C 1.27 0.08 -0.21
C 1.31 -1.29 -0.79
O 1.53 -0.13 -1.58
H -2.83 -0.49 0.60
H -2.64 1.13 0.01
H 0.52 1.71 0.97
H -0.30 1.77 -0.57
H 2.13 0.29 0.41
H 0.43 -1.90 -1.01
H 2.22 -1.89 -0.64
*
```

Output
Largest force on an atom (eV Å⁻¹): 0.903
Highest occupied orbital energy (eV): -9.81
ΔE to the lowest compared entry with this formula, charge and spin (kJ/mol): 199.6
Kohn-Sham gap (eV): 10.6831

=====

Record 2
Computed, not measured: the molecule C27H34N4O2, with the ωB97M-V functional and the def2-TZVPD basis.

```
! wB97M-V def2-TZVPD RIJCOSX def2/J DEFGRID3
* xyz 0 1
C -4.14 1.67 -1.76
C -3.91 1.24 -3.21
O -2.55 1.29 -3.59
C -1.93 2.49 -3.79
C -2.58 3.72 -3.86
C -1.87 4.88 -4.08
C -0.50 4.84 -4.23
C 0.16 3.62 -4.16
C -0.54 2.45 -3.95
C 0.21 1.14 -3.87
N 1.01 1.08 -2.65
C 1.90 -0.05 -2.60
C 1.19 -1.40 -2.36
C 0.37 -1.32 -1.07
N -0.38 -2.54 -0.90
N -1.16 -2.98 -1.89
C -1.69 -4.11 -1.47
C -1.27 -4.42 -0.17
C -0.43 -3.37 0.16
N 0.29 -3.16 1.35
C 0.13 -2.08 2.16
O -0.58 -1.14 1.87
C 0.95 -2.14 3.44
C 0.11 -1.66 4.62
C 0.95 -1.52 5.90
C 2.00 -0.46 5.75
C 3.34 -0.79 5.56
C 4.30 0.19 5.39
C 3.93 1.53 5.42
C 2.60 1.87 5.61
C 1.65 0.89 5.78
C -0.58 -0.12 -1.13
C 0.22 1.16 -1.43
H -5.19 1.57 -1.52
H -3.83 2.70 -1.61
H -3.56 1.03 -1.10
H -4.52 1.84 -3.90
H -4.18 0.19 -3.34
H -3.66 3.78 -3.75
H -2.40 5.82 -4.13
H 0.06 5.75 -4.39
H 1.23 3.58 -4.27
H -0.51 0.31 -3.96
H 0.91 1.08 -4.71
H 2.61 0.13 -1.79
H 2.46 -0.10 -3.54
H 1.93 -2.20 -2.28
H 0.52 -1.63 -3.18
H 1.04 -1.22 -0.21
H -2.36 -4.66 -2.10
H -1.53 -5.26 0.43
H 0.76 -3.98 1.72
H 1.80 -1.47 3.31
H 1.33 -3.15 3.62
H -0.33 -0.69 4.36
H -0.70 -2.36 4.80
H 0.28 -1.26 6.72
H 1.42 -2.48 6.13
H 3.63 -1.83 5.54
H 5.33 -0.08 5.24
H 4.68 2.30 5.29
H 2.31 2.91 5.64
H 0.62 1.16 5.94
H -1.32 -0.29 -1.91
H -1.08 -0.02 -0.17
H 0.92 1.35 -0.61
H -0.45 2.01 -1.50
*
```

Output
Largest force on an atom (eV Å⁻¹): 0.799
Highest occupied orbital energy (eV): -8.05
ΔE to the lowest compared entry with this formula, charge and spin (kJ/mol): 66.7
Kohn-Sham gap (eV): 8.6334